[1]
Molecular formula: C3H5CuO3
Method: DFT, wB97M-V/def2-TZVPD

Calculated values
net charge = 0
total energy = -1983.33553 Ha
lowest unoccupied orbital energy (alpha / beta) = -0.99 / -0.99 eV
ΔE to the lowest compared entry with this formula, charge and spin = 247.0 kJ/mol
frontier orbital gap (alpha / beta) = 6.24 / 6.24 eV

The geometry in XYZ format:
```
12
C3H5CuO3, DFT wB97M-V/def2-TZVPD
O -0.08 0.02 0.90
C 1.01 -0.19 0.08
C -1.28 0.03 0.13
O 1.81 -1.04 0.52
O 0.60 -0.26 -1.19
C -0.76 0.17 -1.30
H -1.90 0.87 0.45
H -1.80 -0.92 0.32
H -0.78 1.20 -1.66
H -1.27 -0.49 -2.01
H 2.03 1.11 1.11
Cu 2.42 -0.50 2.64
```

Results of the natural (NBO) charge analysis, in e, for atoms 1 through 4: O -0.5232; C 1.0038; C -0.1028; O -0.7708

[2]
Molecular formula: C3H5ErLi2O4
Method: DFT, wB97M-V/def2-TZVPD

Calculated values
net charge = +2
2S+1 = 4
total energy = -1447.95886 Ha
lowest unoccupied orbital energy (alpha / beta) = -8.53 / -8.46 eV
frontier orbital gap (alpha / beta) = 9.86 / 9.93 eV

The geometry in XYZ format:
```
15
C3H5ErLi2O4, DFT wB97M-V/def2-TZVPD
H 1.24 -2.03 -0.55
Li -0.02 2.31 -1.14
O 2.56 -0.58 0.04
O 0.45 -0.61 0.71
C -0.92 -1.07 0.47
C -1.60 -0.04 -0.43
O -1.32 1.26 -0.01
C 1.47 -1.09 -0.01
H -0.90 -2.08 0.03
H -1.38 -1.12 1.46
H -2.69 -0.27 -0.40
H -1.27 -0.21 -1.47
O 1.35 2.37 0.06
Er 0.21 1.71 1.37
Li 2.83 1.45 -0.13
```

Results of the Löwdin charge analysis, in e, for atoms 1 through 4: H 0.1943; Li 0.7597; O 0.0624; O -0.1414